1.
68
Properties=species:S:1:pos:R:3:forces:R:3:mulliken_charge:R:1 method="wB97M-V/def2-TZVPD" fmax_ha_per_bohr=0.008 lumo_ev="-7.50 / -6.70" homo_ev="-14.2 / -14.2" total_energy_ev=-104334.219 spin_multiplicity=3 total_charge=+2 relative_energy_kj_mol=26.76
V 0.347 1.800 0.079 0.08 0.33 0.20 -0.29
Cl -4.465 4.812 3.898 0.02 -0.02 0.00 -0.19
Cl -1.370 0.444 4.364 0.01 0.01 -0.02 -0.15
P -1.052 0.091 -0.814 -0.13 -0.38 -0.14 1.45
P 2.099 0.013 0.418 -0.01 -0.08 0.08 1.15
O -0.291 1.332 1.685 -0.12 0.19 0.18 -0.20
N -1.060 3.382 0.307 0.05 0.05 -0.03 0.41
N 1.521 -2.582 0.857 -0.15 -0.10 -0.06 0.09
N -1.029 -2.516 -0.291 0.11 -0.10 0.05 -0.22
C -1.634 -1.225 -3.204 0.00 -0.01 -0.03 -1.75
C 1.248 -4.907 1.356 -0.01 0.02 -0.01 -0.63
C -1.847 1.820 3.464 -0.12 0.05 0.15 0.58
C -2.672 4.083 1.993 -0.05 0.01 0.04 -0.30
C 4.535 -1.340 0.413 0.05 0.01 -0.02 -1.62
C -0.813 -5.999 0.701 0.04 -0.01 0.02 -0.59
C 3.476 -0.975 -1.820 -0.03 -0.03 0.00 -1.70
C -1.413 4.425 -0.435 -0.02 0.01 -0.02 -0.21
C -2.851 2.682 3.971 0.06 -0.05 -0.04 -0.58
C 1.039 -1.485 0.327 0.04 0.05 0.01 -0.39
C -1.314 -4.849 0.171 0.01 0.01 0.00 -0.54
C 3.710 -0.365 -0.439 0.02 0.01 0.02 1.76
C 4.453 0.969 -0.579 0.01 0.02 0.01 -1.77
C -2.383 5.345 -0.034 0.03 -0.03 -0.01 -1.05
C 0.053 0.635 -3.249 0.06 0.05 -0.02 -1.79
C 0.757 -3.699 0.805 0.22 0.03 0.08 0.38
C -2.698 0.027 -0.074 -0.01 -0.06 0.09 -1.73
C -0.533 -3.669 0.214 -0.21 0.03 -0.10 0.39
C 2.544 0.127 2.183 0.04 -0.12 0.04 -1.53
C -1.682 3.214 1.517 0.01 0.03 -0.04 0.78
C -1.267 2.094 2.260 0.24 -0.10 -0.27 -0.77
C 0.477 -6.027 1.298 -0.04 0.00 -0.01 -0.56
C -3.249 3.779 3.264 -0.04 0.08 -0.02 0.58
C -1.261 0.149 -2.645 -0.08 0.00 -0.05 1.94
C -2.370 1.166 -2.948 -0.02 0.03 -0.01 -1.75
C -3.014 5.176 1.175 -0.01 0.02 0.01 -0.67
C -0.260 -1.456 -0.248 -0.04 0.03 -0.04 -0.04
H -2.294 -4.804 -0.284 0.00 0.01 0.00 0.50
H 4.592 1.472 0.380 0.00 -0.01 0.00 0.35
H -1.399 -6.907 0.672 0.00 0.00 0.00 0.43
H -2.546 -1.618 -2.754 0.01 0.00 0.01 0.35
H -2.623 6.177 -0.680 0.00 0.00 0.00 0.44
H 5.448 0.781 -0.986 -0.01 0.00 -0.01 0.49
H 4.907 -0.877 1.325 -0.02 0.00 0.02 0.38
H 0.844 -6.957 1.712 0.00 0.00 0.00 0.43
H 3.029 -0.264 -2.512 -0.14 0.08 -0.05 0.34
H 5.404 -1.641 -0.175 0.02 0.02 0.01 0.53
H 1.778 0.633 2.763 -0.05 -0.03 -0.07 0.35
H 3.940 1.650 -1.263 0.00 0.00 0.00 0.35
H -2.600 -0.134 1.000 0.02 0.02 0.00 0.46
H 2.676 -0.883 2.572 0.05 0.01 -0.02 0.41
H 4.445 -1.249 -2.240 -0.01 0.00 -0.01 0.54
H -0.840 -1.957 -3.055 0.00 0.02 0.00 0.37
H 2.870 -1.881 -1.782 0.00 0.01 0.01 0.38
H 3.485 0.667 2.279 -0.01 0.03 0.02 0.42
H 0.330 1.639 -2.893 -0.02 0.00 0.02 0.27
H -3.772 5.876 1.503 0.00 -0.01 0.01 0.47
H -0.042 0.709 -4.333 0.01 -0.01 0.01 0.54
H -1.807 -1.129 -4.277 0.00 0.01 0.00 0.52
H -3.296 2.461 4.931 0.00 0.00 0.00 0.49
H -3.240 0.953 -0.260 0.00 0.00 0.01 0.46
H -2.401 1.332 -4.026 -0.01 -0.01 0.00 0.52
H -3.352 0.808 -2.642 0.01 -0.01 0.00 0.38
H 2.231 -4.906 1.807 0.00 0.00 0.00 0.49
H 3.977 -2.238 0.675 0.01 0.02 -0.03 0.26
H -3.242 -0.817 -0.498 0.00 0.01 -0.02 0.43
H 0.870 -0.050 -3.035 0.14 -0.09 0.02 0.39
H -0.911 4.543 -1.388 0.00 0.01 0.00 0.50
H -2.194 2.137 -2.474 0.03 -0.01 0.01 0.29


2.
89
Properties=species:S:1:pos:R:3:forces:R:3:mulliken_charge:R:1 method="wB97M-V/def2-TZVPD" fmax_ha_per_bohr=0.157 lumo_ev=2.13 homo_ev=-7.3 total_energy_ev=-52519.970 total_charge=-1 relative_energy_kj_mol=23.80
F 0.288 1.455 -0.275 -0.56 0.81 0.48 -0.21
F 0.943 -0.562 -0.583 1.28 -2.60 -2.04 -0.16
F -0.957 -0.268 0.655 1.04 0.44 0.00 0.34
F 1.226 0.248 1.473 -0.82 0.19 -0.16 -0.49
O 0.127 -2.139 -2.736 2.69 1.46 1.95 -0.82
O -1.811 -2.636 1.366 -2.56 -7.18 2.52 -0.41
O 0.812 -4.023 1.779 0.74 -0.86 1.59 -0.57
O -4.746 -0.232 0.601 1.62 5.12 0.47 -0.58
O -3.794 2.049 2.412 -1.86 -0.88 -2.45 -0.64
O 0.814 -0.399 -4.677 0.13 0.55 0.13 -0.69
O 4.119 -0.917 -1.552 0.94 0.17 -0.35 -0.49
O 0.724 3.888 -1.147 2.79 4.00 -0.16 -0.63
N 5.662 4.335 1.981 -0.91 -0.39 -0.09 -0.42
N 2.274 -1.975 6.620 1.09 -0.53 2.39 -0.43
C -2.720 -2.719 2.548 3.76 -0.24 1.50 -0.02
C -2.726 1.421 3.035 4.19 3.40 -2.34 0.77
C 3.291 3.200 1.311 1.88 -0.66 0.76 -0.47
C 0.235 1.793 -5.190 -5.95 1.38 4.55 -1.77
C 1.798 -1.632 5.656 -1.86 0.23 -5.22 0.06
C 4.720 -0.185 -2.644 -1.10 -1.57 -3.02 -0.03
C -1.843 -2.667 -3.885 3.33 4.16 2.00 -1.73
C 1.810 -3.177 1.314 0.48 2.79 -2.95 1.27
C 1.091 -1.266 4.290 1.76 3.11 4.40 0.09
C -0.333 4.289 -1.967 0.98 -0.46 2.14 0.04
C 0.175 0.736 -4.079 1.09 0.37 -1.99 0.61
C -3.205 1.286 -0.639 1.13 -2.41 0.98 -0.64
C 3.227 -3.829 1.463 -0.90 4.45 4.02 -1.58
C 5.714 0.872 -2.182 -0.19 -5.88 5.51 -0.83
C -2.587 -4.213 3.111 -0.64 2.44 2.71 -1.14
C 4.637 3.862 1.737 -1.88 -0.65 -0.92 0.16
C -1.533 4.865 -1.359 -3.53 -3.56 1.73 -1.03
C -3.914 -0.148 -0.476 6.50 -0.36 0.47 -0.05
C -1.225 -2.174 -2.466 -0.56 4.02 -6.99 0.15
C -2.376 2.135 4.301 -0.04 -0.98 1.94 -1.43
B 0.366 0.199 0.335 -0.69 1.25 1.76 0.03
H 0.553 -1.724 -1.921 -0.32 -0.69 -1.46 0.40
H 2.739 3.529 0.444 0.33 0.82 -0.10 0.22
H -0.852 0.503 -3.907 -0.88 -0.10 0.50 0.12
H 6.059 1.616 -2.700 1.83 3.71 -4.00 0.50
H -2.978 -4.912 2.448 0.00 -1.29 -1.65 0.37
H 2.629 2.926 2.100 -0.74 1.43 1.33 0.38
H 0.004 4.847 -2.787 0.80 0.87 -1.07 0.40
H -2.973 0.502 3.301 -0.75 -4.67 0.52 0.12
H 4.041 -3.037 1.406 -1.12 -0.70 0.03 0.31
H -2.672 1.585 0.262 0.14 -0.37 0.11 -0.11
H -1.326 -2.830 -1.773 -1.70 -4.10 4.79 1.19
H -2.417 4.443 -1.993 1.23 0.76 1.01 0.23
H -2.222 3.140 4.020 -0.51 1.61 0.24 0.42
H 1.799 -2.030 1.697 -0.07 -2.78 -0.23 -0.42
H -3.960 2.017 -0.716 -0.87 1.00 -0.94 0.59
H -0.459 2.727 -4.905 1.86 -1.62 -0.26 0.21
H -1.818 4.490 -0.255 1.02 1.14 -2.40 0.16
H -1.660 1.465 2.339 -2.98 -0.47 1.61 -0.24
H -0.019 -3.713 1.458 -1.17 0.53 -0.30 0.32
H 0.568 3.142 -0.632 -1.05 -2.14 1.01 0.59
H 3.426 -4.466 0.733 0.66 -3.25 -2.95 0.49
H -0.314 1.408 -5.950 -1.30 -1.35 -2.74 0.54
H 3.890 0.301 -3.315 1.39 -0.78 1.25 0.06
H 3.428 2.138 1.186 1.23 -0.59 -1.05 0.15
H -1.697 -1.135 -2.225 0.92 -1.68 -0.24 -0.57
H -2.378 1.260 -1.418 -1.49 0.07 0.54 -0.07
H -1.516 -4.479 3.542 -2.37 0.70 -1.14 0.20
H 1.496 -3.001 0.172 1.40 -0.25 1.94 -0.25
H 5.137 1.335 -1.413 -0.25 0.65 0.97 0.07
H 3.273 -0.587 -1.230 0.02 0.46 -0.38 0.19
H 5.171 -1.061 -3.347 -0.76 2.17 1.63 0.21
H -3.408 -4.281 3.932 1.71 0.17 -0.72 0.35
H -1.335 1.871 4.653 -1.25 -0.35 -0.11 0.29
H -3.687 -2.155 2.585 0.32 -1.20 -1.11 0.37
H 0.648 -2.000 3.757 -0.56 -3.17 -1.49 0.02
H -4.246 -0.340 -1.391 -3.11 -0.54 -3.75 0.71
H -1.557 5.858 -1.534 -0.34 3.59 0.42 0.47
H -3.044 -1.036 -0.595 -1.73 2.17 1.48 -0.23
H -1.283 -2.229 -4.765 -1.40 0.58 1.09 0.27
H -0.610 3.381 -2.235 -1.81 -4.05 -2.74 -0.14
H 6.628 0.364 -1.572 -2.03 1.06 -1.54 0.19
H -2.128 -2.081 3.270 -0.71 -0.64 -0.13 0.04
H -4.179 1.456 1.641 1.26 1.47 2.52 0.23
H 1.125 2.064 -5.483 4.88 1.49 -1.31 0.51
H -3.191 1.933 5.139 1.78 0.83 -1.63 0.30
H 0.642 -1.154 -4.103 0.04 -0.31 0.37 0.44
H 3.306 -4.250 2.504 -0.10 0.06 -1.13 0.35
H -5.169 -0.995 0.749 -2.16 -4.57 0.36 0.31
H 0.205 -0.788 4.764 0.51 0.77 -0.95 0.14
H 1.757 -0.628 3.649 -1.00 -0.43 0.87 0.10
H -2.805 -2.546 -3.611 -3.91 1.19 -0.82 0.52
H -1.794 -1.795 1.162 0.63 6.98 -1.98 0.16
H -1.769 -3.626 -4.077 0.90 -5.14 -0.19 0.52
H 0.659 1.108 -3.190 0.25 -0.19 0.60 0.04


3.
13
Properties=species:S:1:pos:R:3:forces:R:3:mulliken_charge:R:1 method="wB97M-V/def2-TZVPD" fmax_ha_per_bohr=0.255 lumo_ev=0.23 smiles="C=CN(S)C(N)=O" homo_ev=-9.0 total_energy_ev=-19066.976 total_charge=0 relative_energy_kj_mol=500.81
S 0.525 -0.013 2.431 2.42 -1.54 -1.60 -0.17
O -1.321 -1.981 0.921 1.78 -0.86 1.32 -0.66
N -1.544 -0.708 -0.706 -9.79 4.65 -7.37 -0.57
N 0.172 -0.262 0.666 3.18 2.58 1.08 -0.10
C -0.861 -1.035 0.273 1.56 -2.83 7.47 0.49
C 0.927 0.750 -0.120 -1.43 1.13 -0.45 -0.02
C 0.974 1.071 -1.481 1.37 -1.09 2.56 -0.68
H 1.266 1.434 0.728 0.51 -0.77 -1.99 0.29
H -2.142 0.363 -0.629 2.99 -3.86 -0.47 0.33
H 1.882 1.740 -1.739 -2.13 -0.84 0.23 0.24
H 0.430 0.473 -2.251 0.73 0.64 0.76 0.31
H -2.372 -1.459 -0.566 2.16 2.23 -1.22 0.35
H 2.063 -0.373 2.474 -3.38 0.57 -0.32 0.19